Molecular formula: C14H19ClN3O2PRe
Method: DFT, ωB97M-V with the def2-TZVPD basis set

Each line ends with the Mulliken spin population.
Positions of all 41 atoms, in Å:
Cl  1.551  5.219  -3.215  1.008
C  -1.898  0.239  -2.520  0.031
C  -1.017  -0.906  -2.436  0.005
C  0.205  -0.579  -3.127  0.036
H  -1.252  -1.865  -1.998  0.007
C  0.118  0.782  -3.596  -0.014
C  -1.204  1.257  -3.263  -0.025
H  -1.582  2.223  -3.579  -0.001
H  -2.914  0.286  -2.145  0.008
H  1.042  -1.249  -3.313  0.009
C  1.155  1.550  -4.341  -0.014
Re  -0.089  0.804  -1.423  1.378
C  1.848  1.194  -1.114  -0.034
O  2.979  1.384  -0.897  0.066
C  -0.876  2.435  -0.573  -0.015
O  -1.309  3.375  -0.041  0.054
H  2.162  1.206  -4.087  0.000
H  1.133  2.624  -4.087  -0.011
H  1.020  1.413  -5.423  0.003
C  1.335  -1.338  3.227  -0.015
N  0.578  -0.070  3.364  0.164
C  -0.835  -0.380  3.699  -0.014
N  -1.470  -1.282  2.708  0.154
C  -0.670  -2.522  2.587  -0.012
N  0.739  -2.249  2.222  0.149
C  0.866  -1.734  0.861  0.053
P  -0.036  -0.115  0.707  -0.120
C  0.688  0.774  2.170  0.067
C  -1.676  -0.635  1.415  0.057
H  1.321  -1.856  4.201  0.001
H  2.365  -1.105  2.920  0.002
H  -1.401  0.559  3.732  0.001
H  -0.852  -0.892  4.672  0.001
H  -1.118  -3.159  1.810  0.001
H  -0.676  -3.023  3.568  0.001
H  1.925  -1.570  0.610  0.007
H  0.451  -2.455  0.138  0.003
H  0.144  1.717  2.334  0.001
H  1.747  1.010  1.985  0.001
H  -2.183  -1.322  0.721  0.002
H  -2.310  0.256  1.528  0.003

Computed properties:
HOMO-LUMO gap (spin up / spin down): 0.345 / 0.170 Eh
Maximum force: 4.47 eV/Å
LUMO level (spin up / spin down): -0.2362 / -0.3883 Eh
Spin multiplicity: 4
Net charge: +2

Molecular formula: C2H6ClO2PS
Method: DFT, ωB97M-V with the def2-TZVPD basis set

Each line ends with the Mulliken charge.
Positions of all 13 atoms, in Å:
C  -0.204  2.038  -0.662  -0.478
C  0.244  -1.729  1.054  -0.642
O  -0.749  1.885  0.616  -0.180
O  0.045  -0.426  0.567  -0.253
P  -1.023  0.519  1.321  0.346
S  -2.940  -0.523  -0.610  -0.261
Cl  -4.657  0.147  0.159  -0.185
H  -0.868  1.513  -1.453  0.242
H  0.633  1.382  -0.670  0.279
H  -0.090  3.009  -1.016  0.315
H  -0.623  -1.888  1.705  0.302
H  1.137  -1.855  1.552  0.280
H  0.185  -2.454  0.232  0.236

Computed properties:
HOMO-LUMO gap (spin up / spin down): 0.265 / 0.265 Eh
Maximum force: 4.44 eV/Å
LUMO level (spin up / spin down): -0.0252 / -0.0253 Eh
Energy above the lowest of the compared OMol25 structures with the same formula, charge and spin: 62.2 kcal/mol
Net charge: 0

Molecular formula: C5H13N2
Method: DFT, ωB97M-V with the def2-TZVPD basis set

Each line ends with the Mulliken charge.
Positions of all 20 atoms, in Å:
C  2.971  0.157  -0.004  -0.318
N  1.809  -0.256  -0.073  -0.306
C  0.719  0.328  0.772  -0.854
C  -0.550  0.017  0.022  0.798
C  -0.631  0.813  -1.194  -1.280
C  -1.731  0.025  0.941  -1.508
N  -0.252  -1.547  -0.326  -0.289
H  3.755  -0.474  -0.503  0.255
H  3.384  1.201  0.335  0.223
H  0.621  -0.050  1.842  0.359
H  0.822  1.487  0.870  0.426
H  0.164  0.438  -1.867  0.399
H  -1.683  0.598  -1.580  0.379
H  -0.607  1.932  -0.936  0.339
H  -1.546  -0.553  1.852  0.457
H  -2.577  -0.113  0.266  0.393
H  -1.662  1.062  1.291  0.385
H  -0.443  -2.131  0.499  0.359
H  0.797  -1.556  -0.636  0.462
H  -0.853  -1.840  -1.050  0.321

Computed properties:
HOMO-LUMO gap: 0.413 Eh
Maximum force: 4.24 eV/Å
LUMO level: -0.1090 Eh
Energy above the lowest of the compared OMol25 structures with the same formula, charge and spin: 62.1 kcal/mol
SMILES string: C=NCC(C)(C)[NH3+]
Net charge: +1

Molecular formula: C2H2Br2O
Method: DFT, ωB97M-V with the def2-TZVPD basis set

Each line ends with the Mulliken charge.
Positions of all 7 atoms, in Å:
C  -0.668  0.627  0.400  0.248
C  -0.025  -0.350  -0.360  -0.495
O  -0.617  1.813  0.210  -0.401
Br  2.717  -0.023  0.015  -0.125
Br  -0.314  -2.046  0.097  0.059
H  -1.424  0.101  1.044  0.212
H  0.332  -0.121  -1.406  0.502

Computed properties:
HOMO-LUMO gap (spin up / spin down): 0.294 / 0.248 Eh
Maximum force: 4.94 eV/Å
LUMO level (spin up / spin down): -0.0936 / -0.1149 Eh
Energy above the lowest of the compared OMol25 structures with the same formula, charge and spin: 45.0 kcal/mol
Net charge: 0

Molecular formula: C3H14O4
Method: DFT, ωB97M-V with the def2-TZVPD basis set

Each line ends with the Mulliken charge.
Positions of all 21 atoms, in Å:
C  0.918  -0.111  -2.688  -1.170
C  -0.058  -0.570  -1.598  -0.165
C  -0.418  0.618  -0.719  -0.578
O  -1.500  0.308  0.202  -0.445
H  0.485  0.760  -3.172  0.321
H  1.083  -0.848  -3.467  0.349
H  1.900  0.131  -2.280  0.292
H  -0.964  -0.972  -2.040  0.352
H  0.330  -1.374  -0.964  0.237
H  0.378  0.967  -0.069  0.219
H  -0.755  1.449  -1.339  0.354
H  -2.295  0.356  -0.343  0.259
O  -0.240  2.098  2.405  -0.610
H  0.265  2.007  3.218  0.301
H  -1.120  1.758  2.593  0.312
O  3.128  -0.231  1.204  -0.652
H  2.347  -0.188  0.639  0.332
H  2.809  0.185  2.013  0.313
O  -2.240  -2.018  2.508  -0.648
H  -2.337  -2.838  2.007  0.309
H  -1.716  -1.486  1.889  0.320

Computed properties:
HOMO-LUMO gap: 0.412 Eh
Maximum force: 1.17 eV/Å
LUMO level: 0.0183 Eh
Energy above the lowest of the compared OMol25 structures with the same formula, charge and spin: 19.6 kcal/mol
SMILES string: CCCO.O.O.O
Net charge: 0

Molecular formula: C3H4ClNOS
Method: DFT, ωB97M-V with the def2-TZVPD basis set

Each line ends with the Mulliken charge.
Positions of all 11 atoms, in Å:
C  -1.155  -0.635  0.991  -0.128
C  1.118  -0.184  -0.143  -0.756
C  -0.193  0.108  -0.802  0.652
N  -1.303  -0.179  -0.217  -0.588
O  -0.282  0.644  -2.041  -0.448
S  0.468  -0.627  1.488  0.051
Cl  1.229  1.578  2.061  -0.506
H  -1.803  -1.017  1.677  0.482
H  1.498  -1.079  -0.628  0.359
H  1.592  0.682  -0.034  0.511
H  -1.170  0.708  -2.353  0.372

Computed properties:
HOMO-LUMO gap (spin up / spin down): 0.263 / 0.263 Eh
Maximum force: 5.65 eV/Å
LUMO level (spin up / spin down): -0.0321 / -0.0321 Eh
Energy above the lowest of the compared OMol25 structures with the same formula, charge and spin: 45.7 kcal/mol
Net charge: 0

Molecular formula: C27H34N4O2
Method: DFT, ωB97M-V with the def2-TZVPD basis set

Each line ends with the Mulliken charge.
Positions of all 67 atoms, in Å:
C  -7.951  -0.550  1.301  -1.133
C  -6.534  -0.008  1.478  -0.365
N  -6.243  1.018  0.507  0.335
C  -6.490  2.351  0.668  -0.212
C  -6.112  2.957  -0.495  -0.745
N  -5.647  2.026  -1.366  -0.742
C  -5.746  0.871  -0.749  0.758
C  -5.279  -0.420  -1.334  -1.300
N  -3.837  -0.553  -1.174  0.132
C  -3.053  0.188  -2.129  -1.045
C  -3.360  -1.270  -0.135  0.643
O  -4.103  -1.888  0.616  -0.751
C  -1.882  -1.283  0.071  -0.164
C  -1.195  -0.126  0.431  -0.399
C  0.155  -0.174  0.700  -0.727
C  0.858  -1.380  0.617  0.955
O  2.177  -1.295  0.913  -0.389
C  3.029  -2.422  0.775  0.014
C  3.352  -2.713  -0.694  -1.069
C  4.097  -1.528  -1.305  -0.345
N  5.317  -1.281  -0.566  0.091
C  6.270  -0.437  -1.247  -1.105
C  5.787  0.949  -1.743  -1.226
C  5.320  1.855  -0.642  0.559
C  6.219  2.335  0.303  -0.108
C  5.792  3.149  1.336  -0.693
C  4.457  3.505  1.435  -0.475
C  3.556  3.049  0.488  -0.609
C  3.986  2.233  -0.542  -0.073
C  5.026  -0.913  0.807  -0.355
C  4.327  -2.078  1.506  -1.377
C  0.169  -2.539  0.271  -0.252
C  -1.190  -2.484  0.015  -1.023
H  -8.147  -1.315  2.046  0.383
H  -8.072  -0.987  0.312  0.293
H  -8.683  0.248  1.415  0.340
H  -6.428  0.432  2.473  0.438
H  -5.802  -0.814  1.378  0.072
H  -6.897  2.747  1.576  0.405
H  -6.141  3.994  -0.761  0.434
H  -5.750  -1.271  -0.839  0.440
H  -5.511  -0.433  -2.401  0.493
H  -3.250  -0.196  -3.135  0.280
H  -1.993  0.089  -1.915  0.451
H  -3.344  1.241  -2.101  0.355
H  -1.726  0.812  0.512  0.458
H  0.699  0.712  0.986  0.551
H  2.564  -3.300  1.247  0.322
H  3.978  -3.604  -0.741  0.474
H  2.437  -2.894  -1.260  0.503
H  4.359  -1.756  -2.342  0.497
H  3.424  -0.654  -1.295  0.026
H  6.622  -0.994  -2.123  0.434
H  7.119  -0.299  -0.574  0.486
H  4.987  0.810  -2.473  0.403
H  6.633  1.412  -2.258  0.446
H  7.263  2.067  0.228  0.391
H  6.502  3.511  2.065  0.400
H  4.122  4.140  2.242  0.395
H  2.515  3.332  0.552  0.410
H  3.274  1.882  -1.278  0.284
H  5.967  -0.692  1.315  0.516
H  4.377  -0.028  0.875  0.085
H  4.975  -2.955  1.500  0.443
H  4.105  -1.803  2.537  0.463
H  0.672  -3.491  0.211  0.371
H  -1.723  -3.389  -0.237  0.453

Computed properties:
HOMO-LUMO gap: 0.326 Eh
Maximum force: 0.78 eV/Å
LUMO level: 0.0265 Eh
Energy above the lowest of the compared OMol25 structures with the same formula, charge and spin: 9.2 kcal/mol
SMILES string: CCn1ccnc1CN(C)C(=O)c1ccc(OC2CCN(CCc3ccccc3)CC2)cc1
Net charge: 0

Molecular formula: C45H42Br2N3O25
Method: DFT, ωB97M-V with the def2-TZVPD basis set

Each line ends with the Mulliken charge.
Positions of all 117 atoms, in Å:
C  -1.102  -3.512  -2.018  -1.439
C  -1.822  -4.849  -2.307  0.771
N  -1.393  -5.905  -1.757  -0.589
C  -3.001  -4.908  -3.281  -0.608
N  -4.307  -4.281  -2.727  1.140
N  -4.171  -3.988  -1.344  -0.446
C  -4.442  -2.966  -3.467  -1.689
C  -5.510  -1.974  -2.915  0.269
C  -4.916  -0.841  -2.013  -1.277
O  -6.621  -2.550  -2.258  -0.532
C  -5.404  -5.239  -3.046  -0.277
Br  -6.701  -4.797  -4.400  -0.006
C  -5.559  -6.435  -2.466  0.421
C  -6.707  -7.369  -2.813  -1.553
Br  -4.340  -7.090  -1.166  0.006
H  -1.256  -2.758  -2.805  0.312
H  -0.024  -3.691  -1.965  0.618
H  -1.415  -3.112  -1.042  0.302
H  -0.600  -5.683  -1.152  0.275
H  -3.145  -5.937  -3.615  0.367
H  -2.701  -4.338  -4.170  0.382
H  -5.055  -4.029  -0.855  0.328
H  -3.657  -3.131  -1.180  0.064
H  -3.462  -2.477  -3.363  0.514
H  -4.561  -3.110  -4.546  0.667
H  -5.921  -1.441  -3.784  0.525
H  -3.824  -0.770  -2.105  0.293
H  -5.193  -0.985  -0.956  0.332
H  -5.361  0.116  -2.308  0.355
H  -6.505  -2.558  -1.301  0.341
H  -6.691  -7.595  -3.886  0.388
H  -6.704  -8.269  -2.195  0.394
H  -7.653  -6.846  -2.607  0.419
C  2.709  -1.565  -1.262  -0.925
C  1.801  -1.783  -0.306  0.303
C  1.315  -0.681  0.587  1.147
O  0.469  -0.941  1.425  -0.666
C  1.884  0.646  0.407  -0.794
C  2.797  0.866  -0.547  0.079
C  3.261  -0.228  -1.459  1.026
O  4.078  0.031  -2.319  -0.619
O  3.344  2.067  -0.739  -0.626
O  1.275  -2.996  -0.091  -0.596
H  3.065  -2.352  -1.913  0.452
H  1.541  1.430  1.067  0.534
H  3.967  1.958  -1.484  0.381
H  0.653  -2.884  0.654  0.306
C  5.697  2.092  1.604  -0.855
C  6.409  3.224  1.553  0.332
C  7.242  3.681  2.714  0.833
O  7.883  4.708  2.606  -0.611
C  7.238  2.866  3.924  -1.028
C  6.522  1.736  3.973  0.306
C  5.711  1.268  2.802  1.175
O  5.092  0.222  2.896  -0.668
O  6.489  0.963  5.063  -0.497
O  6.420  4.008  0.475  -0.566
H  5.095  1.753  0.776  0.417
H  7.828  3.213  4.762  0.473
H  5.905  0.214  4.838  0.328
H  7.010  4.755  0.695  0.361
C  -1.213  3.289  -4.247  -1.049
C  -2.119  3.995  -4.944  0.244
C  -3.472  4.314  -4.374  1.254
O  -4.246  4.972  -5.041  -0.620
C  -3.793  3.812  -3.044  -0.954
C  -2.888  3.107  -2.354  0.185
C  -1.528  2.810  -2.912  0.995
O  -0.740  2.175  -2.230  -0.562
O  -3.145  2.631  -1.132  -0.597
O  -1.873  4.449  -6.162  -0.560
H  -0.235  3.054  -4.644  0.481
H  -4.775  4.034  -2.650  0.482
H  -2.331  2.167  -0.854  0.311
H  -2.684  4.920  -6.437  0.392
C  0.614  7.713  -6.987  -0.851
C  -0.255  7.467  -6.001  -0.008
C  -0.730  8.549  -5.079  1.140
O  -1.537  8.261  -4.212  -0.635
C  -0.200  9.891  -5.263  -1.007
C  0.673  10.141  -6.248  0.368
C  1.129  9.063  -7.188  0.967
O  1.909  9.350  -8.075  -0.600
O  1.185  11.354  -6.450  -0.553
O  -0.755  6.243  -5.776  -0.357
H  0.961  6.941  -7.659  0.441
H  -0.537  10.659  -4.581  0.422
H  1.783  11.267  -7.218  0.359
H  -1.350  6.356  -5.010  0.319
C  -3.713  -7.253  5.198  -0.983
C  -4.068  -8.227  4.349  0.434
C  -3.820  -8.111  2.874  1.053
O  -4.145  -9.030  2.146  -0.643
C  -3.200  -6.890  2.377  -0.648
C  -2.848  -5.917  3.223  0.043
C  -3.072  -6.043  4.701  0.889
O  -2.714  -5.131  5.422  -0.615
O  -2.280  -4.781  2.807  -0.515
O  -4.658  -9.347  4.762  -0.551
H  -3.884  -7.325  6.263  0.425
H  -3.042  -6.812  1.311  0.316
H  -2.125  -4.253  3.616  0.365
H  -4.809  -9.884  3.961  0.357
C  7.432  2.407  10.848  -0.976
C  6.894  1.228  10.509  0.394
C  6.405  0.960  9.116  1.019
O  5.942  -0.136  8.858  -0.637
C  6.503  2.032  8.136  -0.916
C  7.037  3.210  8.476  0.346
C  7.551  3.471  9.860  0.932
O  8.043  4.556  10.106  -0.618
O  7.144  4.219  7.606  -0.533
O  6.764  0.229  11.382  -0.556
H  7.790  2.611  11.847  0.418
H  6.131  1.833  7.141  0.419
H  7.562  4.951  8.100  0.350
H  6.352  -0.505  10.887  0.356

Computed properties:
HOMO-LUMO gap: 0.264 Eh
Maximum force: 2.60 eV/Å
LUMO level: -0.1261 Eh
Net charge: +1

| no. | energy (a.u.) |
| --- | --- |
| 1 | -1738.7631 |
| 2 | -1429.9742 |
| 3 | -307.5227 |
| 4 | -5300.5727 |
| 5 | -423.6373 |
| 6 | -1105.0113 |
| 7 | -1418.7810 |
| 8 | -8932.8596 |